(1)
Formula: C5H10O
Source: the OMol25 dataset
Level of theory: ωB97M-V/def2-TZVPD

Last column: Löwdin charge in e.
Element x y z (Å)
C: -1.220 0.659 -0.825  -0.164
C: -0.386 -0.614 -0.888  -0.101
C: 0.007 -0.322 0.733  -0.199
C: 0.483 1.094 0.937  -0.105
C: -0.952 0.831 0.659  -0.264
H: -2.264 0.504 -1.075  0.103
H: -0.845 1.477 -1.444  0.109
H: -0.935 -1.549 -0.913  0.094
H: 0.328 -0.675 -1.714  0.090
H: 0.065 -1.049 1.553  0.129
H: 1.097 1.582 0.187  0.113
H: 0.705 1.379 1.959  0.106
H: -1.705 1.086 1.387  0.129
O: 2.573 -1.131 -0.534  -0.072
H: 2.159 -1.997 -0.625  0.038
H: 2.018 -0.647 0.099  -0.006

SMILES string: C1C[C@H]2C[C@@H]12.O
Maximum force (eV/A): 2.1
Multiplicity: 1
LUMO (eV): 1.1
Relative energy (zero: lowest compared OMol25 entry of this formula, charge and spin) (kJ/mol): 221.8

=====

(2)
Formula: C4H10N3
Source: the OMol25 dataset
Level of theory: ωB97M-V/def2-TZVPD

Last column: Löwdin charge in e.
Element x y z (Å)
C: 2.716 1.092 0.011  0.079
C: 0.551 0.170 -0.013  -0.070
C: -1.607 -0.669 -0.618  -0.041
C: -1.355 1.449 0.445  0.026
N: 1.636 0.626 0.370  0.104
N: -0.665 0.300 -0.113  -0.154
N: 0.602 -2.437 0.312  0.143
H: 3.281 1.589 0.761  0.094
H: 3.062 1.098 -1.066  0.137
H: -1.663 -0.909 -1.710  0.124
H: -1.479 -1.674 -0.208  0.072
H: -2.625 -0.260 -0.536  0.097
H: -1.773 1.150 1.417  0.121
H: -0.570 2.278 0.480  0.134
H: -2.197 1.496 -0.295  0.112
H: 1.145 -2.879 -0.466  0.043
H: 0.941 -2.418 1.229  -0.021

Charge: +1
Maximum force (eV/A): 4.6
Multiplicity: 1
LUMO (alpha / beta) (eV): -4.8 / -5.7
Relative energy (zero: lowest compared OMol25 entry of this formula, charge and spin) (kJ/mol): 653.0

=====

(3)
Formula: C37H24ClN6O5PS6SbW
Source: the OMol25 dataset
Level of theory: ωB97M-V/def2-TZVPD

Last column: Löwdin charge in e.
Element x y z (Å)
W: 1.188 -0.291 -0.016  0.965
Cl: 2.950 1.542 -0.632  0.762
C: 2.483 3.046 -0.014  -0.668
C: 3.410 3.924 0.378  -0.091
C: 2.997 5.135 0.923  -0.012
C: 1.625 5.425 1.080  -0.001
C: 0.720 4.494 0.537  -0.051
C: 1.113 3.294 -0.036  -0.325
P: -0.029 1.972 -0.825  1.041
C: -1.634 2.379 -0.133  -0.402
C: -1.886 2.749 1.190  -0.126
C: -3.117 3.046 1.660  -0.065
C: -4.222 2.960 0.840  -0.042
C: -3.991 2.607 -0.474  -0.051
C: -2.721 2.344 -0.987  -0.071
C: -0.022 2.253 -2.665  -0.391
C: 0.794 3.231 -3.197  -0.072
C: 0.994 3.272 -4.582  -0.050
C: 0.309 2.393 -5.390  -0.056
C: -0.609 1.487 -4.864  -0.048
C: -0.789 1.457 -3.500  -0.193
H: 4.413 3.625 0.282  0.109
H: 3.778 5.803 1.252  0.120
H: 1.249 6.362 1.440  0.116
H: -0.330 4.755 0.616  0.115
H: -0.990 2.756 1.837  0.113
H: -3.155 3.504 2.638  0.123
H: -5.217 3.210 1.175  0.120
H: -4.877 2.558 -1.134  0.129
H: -2.661 2.079 -2.028  0.095
H: 1.416 3.925 -2.600  0.120
H: 1.736 3.882 -5.055  0.112
H: 0.517 2.354 -6.458  0.120
H: -1.242 0.803 -5.460  0.132
H: -1.429 0.717 -3.067  0.044
S: 4.215 -5.937 4.304  1.090
N: 2.869 -5.916 3.381  -0.183
C: 2.873 -4.654 2.822  -0.285
C: 1.855 -4.204 1.954  -0.066
C: 0.995 -5.113 1.311  0.083
C: 0.007 -4.628 0.477  0.021
C: 0.119 -3.318 0.163  -0.137
N: 1.006 -2.446 0.628  -0.065
C: 1.912 -2.900 1.499  -0.191
C: 2.906 -2.030 1.950  -0.166
N: 2.793 -0.747 1.582  -0.045
C: 3.564 0.147 2.140  -0.138
C: 4.579 -0.187 2.996  0.004
C: 4.823 -1.497 3.363  0.065
C: 3.900 -2.417 2.873  -0.035
C: 3.891 -3.822 3.312  -0.297
N: 4.739 -4.418 4.140  -0.198
H: 1.103 -6.151 1.612  0.135
H: -0.729 -5.259 0.104  0.116
H: -0.541 -2.933 -0.578  0.072
H: 3.353 1.191 1.866  0.104
H: 5.281 0.597 3.387  0.150
H: 5.551 -1.877 4.096  0.148
S: 1.249 -4.413 -3.574  -0.014
Sb: 2.642 -2.851 -3.903  0.770
S: 1.261 -0.575 -2.471  0.048
S: 3.066 -1.192 -1.452  -0.022
O: 0.490 -0.943 2.950  -0.003
N: 0.679 0.258 3.033  -0.519
O: 0.914 0.906 4.010  0.140
O: 0.690 0.902 1.854  -0.318
O: -3.089 -0.611 -3.724  -0.295
S: -3.053 -1.801 -2.873  0.706
O: -2.964 -3.111 -3.450  -0.264
N: -1.647 -1.508 -1.913  -0.083
C: -2.054 -1.161 -0.731  -0.699
S: -1.133 -0.602 0.621  0.827
C: -3.460 -1.448 -0.375  -0.243
C: -4.037 -1.536 0.863  -0.039
C: -5.358 -1.915 0.971  -0.023
C: -6.044 -2.338 -0.184  -0.022
C: -5.445 -2.294 -1.444  -0.008
C: -4.142 -1.821 -1.534  -0.230
H: -3.471 -1.274 1.784  0.120
H: -5.832 -1.923 1.916  0.107
H: -7.051 -2.744 -0.168  0.121
H: -6.053 -2.536 -2.317  0.136

Charge: +2
Maximum force (eV/A): 3.2
Multiplicity: 2
LUMO (alpha / beta) (eV): -7.4 / -7.4
Relative energy (zero: lowest compared OMol25 entry of this formula, charge and spin) (kJ/mol): 147.0

=====

(4)
Formula: C28H77N7O7
Source: the OMol25 dataset
Level of theory: ωB97M-V/def2-TZVPD

Last column: Löwdin charge in e.
Element x y z (Å)
C: 3.236 -4.135 -1.948  -0.109
O: 3.220 -4.344 -0.551  -0.226
C: 4.517 -4.266 0.035  -0.210
C: 4.443 -4.882 1.415  -0.440
C: 3.537 -4.146 2.370  -0.057
N: 5.824 -5.001 1.952  0.029
H: 2.200 -4.236 -2.271  0.085
H: 3.819 -4.917 -2.443  0.090
H: 3.607 -3.134 -2.185  0.091
H: 5.247 -4.819 -0.574  0.124
H: 4.847 -3.215 0.067  0.129
H: 4.061 -5.902 1.237  0.139
H: 3.361 -4.668 3.312  0.085
H: 2.596 -3.942 1.867  0.050
H: 4.046 -3.227 2.681  0.092
H: 5.824 -5.606 2.770  0.071
H: 6.390 -5.527 1.288  0.064
C: -1.287 -0.060 -1.907  -0.122
O: -0.562 -1.264 -1.960  -0.183
C: 0.810 -1.210 -1.573  -0.175
C: 0.984 -1.207 -0.064  -0.399
C: 2.441 -0.885 0.322  -0.031
N: 0.618 -2.523 0.482  0.076
H: -0.758 0.851 -2.223  0.072
H: -1.731 0.191 -0.935  0.077
H: -2.081 -0.223 -2.639  0.087
H: 1.271 -2.144 -1.902  0.108
H: 1.306 -0.384 -2.099  0.116
H: 0.416 -0.395 0.408  0.130
H: 2.509 -0.644 1.385  0.077
H: 2.831 -0.021 -0.217  0.072
H: 3.079 -1.760 0.161  0.055
H: 1.334 -3.185 0.176  0.056
H: -0.246 -2.816 0.027  0.061
C: -2.866 2.624 -3.059  -0.125
O: -2.073 3.631 -2.516  -0.212
C: -1.487 4.433 -3.509  -0.215
C: -0.825 5.640 -2.882  -0.418
C: -0.060 6.412 -3.935  -0.064
N: 0.101 5.254 -1.783  0.070
H: -2.342 1.945 -3.742  0.085
H: -3.678 3.072 -3.657  0.096
H: -3.376 2.062 -2.278  0.085
H: -0.721 3.840 -4.044  0.123
H: -2.225 4.723 -4.274  0.134
H: -1.610 6.244 -2.418  0.143
H: -0.717 6.866 -4.677  0.080
H: 0.696 5.795 -4.426  0.071
H: 0.479 7.210 -3.422  0.083
H: 0.743 4.536 -2.139  0.041
H: -0.459 4.643 -1.183  0.037
C: 1.048 2.281 3.121  -0.108
O: -0.017 3.193 2.975  -0.185
C: -0.496 3.299 1.632  -0.205
C: -2.024 3.397 1.655  -0.408
C: -2.691 2.037 1.844  -0.056
N: -2.546 3.991 0.398  0.049
H: 1.496 2.400 4.107  0.088
H: 1.849 2.490 2.397  0.076
H: 0.686 1.259 3.037  0.078
H: -0.056 4.223 1.236  0.119
H: -0.187 2.445 1.008  0.119
H: -2.286 4.080 2.465  0.141
H: -3.749 2.129 2.094  0.071
H: -2.217 1.455 2.634  0.077
H: -2.648 1.506 0.885  0.061
H: -2.048 3.623 -0.405  0.026
H: -2.397 4.995 0.410  0.073
C: 1.620 1.910 -4.000  -0.129
O: 1.951 2.463 -2.764  -0.197
C: 2.975 3.432 -2.859  -0.241
C: 3.738 3.525 -1.582  -0.436
C: 2.894 3.818 -0.351  -0.054
N: 4.795 4.550 -1.783  0.035
H: 0.631 1.456 -3.932  0.073
H: 2.356 1.157 -4.312  0.095
H: 1.567 2.656 -4.808  0.092
H: 3.667 3.231 -3.696  0.128
H: 2.562 4.406 -3.177  0.124
H: 4.229 2.546 -1.434  0.138
H: 3.521 3.849 0.538  0.079
H: 2.238 2.950 -0.212  0.064
H: 2.249 4.684 -0.486  0.067
H: 5.396 4.266 -2.552  0.066
H: 5.389 4.642 -0.969  0.067
C: 0.056 -6.305 2.534  -0.113
O: 0.152 -5.179 3.359  -0.199
C: -0.955 -4.319 3.244  -0.226
C: -0.660 -3.045 4.037  -0.427
C: -1.782 -2.033 3.899  -0.065
N: 0.620 -2.418 3.637  0.051
H: -0.965 -6.703 2.518  0.087
H: 0.729 -7.072 2.906  0.086
H: 0.334 -6.038 1.504  0.088
H: -1.177 -4.093 2.187  0.096
H: -1.881 -4.765 3.652  0.133
H: -0.588 -3.391 5.075  0.136
H: -1.456 -1.076 4.314  0.073
H: -2.685 -2.290 4.460  0.077
H: -2.031 -1.849 2.849  0.066
H: 0.473 -2.053 2.687  0.035
H: 1.203 -3.231 3.421  0.029
C: -3.029 -3.069 -0.148  -0.083
O: -3.547 -1.935 0.527  -0.189
C: -4.577 -1.289 -0.163  -0.241
C: -5.438 -0.515 0.783  -0.458
C: -6.129 -1.423 1.787  -0.053
N: -6.442 0.272 0.072  0.043
H: -2.323 -3.514 0.548  0.059
H: -2.539 -2.733 -1.070  0.083
H: -3.816 -3.791 -0.396  0.094
H: -4.221 -0.669 -1.007  0.117
H: -5.246 -2.015 -0.665  0.131
H: -4.813 0.170 1.377  0.116
H: -5.403 -1.855 2.476  0.075
H: -6.674 -2.237 1.303  0.084
H: -6.849 -0.855 2.382  0.075
H: -7.105 0.654 0.731  0.065
H: -6.022 1.028 -0.453  0.067

SMILES string: COC[C@H](C)N.COC[C@H](C)N.COC[C@H](C)N.COC[C@H](C)N.COC[C@H](C)N.COC[C@H](C)N.COC[C@H](C)N
Maximum force (eV/A): 1.6
Multiplicity: 1
LUMO (eV): 0.5
Relative energy (zero: lowest compared OMol25 entry of this formula, charge and spin) (kJ/mol): 44.1

=====

(5)
Formula: C32H71N2O5
Source: the OMol25 dataset
Level of theory: ωB97M-V/def2-TZVPD

Last column: Löwdin charge in e.
Element x y z (Å)
C: -3.010 2.743 6.351  -0.122
O: -1.944 3.725 6.244  -0.212
C: -1.395 3.769 4.905  -0.227
C: 0.099 3.138 4.831  -0.171
C: 0.786 3.318 3.395  -0.210
C: 2.388 3.441 3.414  -0.198
C: 3.132 2.575 4.535  -0.193
C: 3.340 1.007 4.116  -0.200
C: 4.908 0.772 3.895  -0.215
C: 5.296 -0.527 3.037  -0.198
C: 4.368 -0.746 1.719  -0.205
C: 4.147 0.589 0.869  -0.195
C: 3.080 0.464 -0.329  -0.187
C: 1.948 -0.649 -0.122  -0.165
C: 0.823 -0.190 0.963  -0.196
C: 0.694 -1.112 2.311  -0.076
C: -0.845 -1.564 2.611  -0.196
C: -1.414 -0.600 3.759  -0.192
N: -2.074 0.638 3.232  0.020
N: -1.428 -1.484 1.238  -0.087
C: -1.821 -2.762 0.524  -0.039
C: -0.823 -3.982 0.787  -0.183
O: -1.260 -4.973 1.430  0.030
C: -0.648 -0.531 0.345  -0.066
H: -3.688 2.702 5.431  0.089
H: -3.682 3.104 7.218  0.107
H: -2.604 1.720 6.672  0.094
H: -1.270 4.883 4.644  0.135
H: -2.100 3.318 4.123  0.106
H: 0.739 3.707 5.591  0.124
H: 0.044 2.024 5.068  0.099
H: 0.460 2.520 2.624  0.080
H: 0.390 4.319 2.971  0.118
H: 2.629 4.563 3.540  0.121
H: 2.744 3.185 2.344  0.104
H: 4.197 3.013 4.623  0.109
H: 2.682 2.657 5.580  0.102
H: 2.896 0.338 4.945  0.118
H: 2.692 0.847 3.192  0.065
H: 5.359 0.608 4.947  0.124
H: 5.455 1.678 3.457  0.114
H: 6.415 -0.556 2.755  0.116
H: 5.130 -1.464 3.686  0.110
H: 3.396 -1.215 2.116  0.079
H: 4.880 -1.527 1.039  0.126
H: 3.874 1.508 1.485  0.078
H: 5.161 0.832 0.372  0.127
H: 3.635 0.380 -1.329  0.117
H: 2.528 1.480 -0.374  0.112
H: 1.376 -0.714 -1.124  0.107
H: 2.335 -1.697 0.101  0.109
H: 0.906 0.939 1.101  0.121
H: 1.389 -1.990 2.027  0.110
H: 1.120 -0.665 3.282  0.103
H: -0.802 -2.575 3.142  0.168
H: -0.606 -0.260 4.504  0.120
H: -2.156 -1.219 4.391  0.137
H: -2.700 0.944 3.994  0.061
H: -1.371 1.379 3.099  0.043
H: -2.348 -0.995 1.292  0.169
H: -1.886 -2.572 -0.599  0.149
H: -2.836 -3.079 0.971  0.165
H: 0.282 -3.975 0.449  0.151
H: -0.735 -0.715 -0.774  0.141
H: -1.186 0.465 0.490  0.133
C: -2.711 4.695 -1.501  -0.072
C: -2.213 3.624 -2.457  -0.284
O: -2.383 2.300 -1.965  -0.197
C: -3.717 1.891 -1.689  -0.284
C: -4.628 1.935 -2.904  -0.069
H: -2.211 4.606 -0.532  0.079
H: -2.515 5.689 -1.907  0.083
H: -3.786 4.613 -1.321  0.069
H: -1.140 3.763 -2.612  0.115
H: -2.681 3.726 -3.441  0.111
H: -4.131 2.483 -0.866  0.106
H: -3.658 0.860 -1.330  0.103
H: -4.738 2.948 -3.295  0.072
H: -5.624 1.568 -2.645  0.082
H: -4.224 1.314 -3.708  0.085
C: -0.241 1.967 -8.002  -0.078
C: -1.380 1.623 -7.057  -0.279
O: -1.168 0.425 -6.324  -0.160
C: -0.027 0.392 -5.479  -0.275
C: -0.039 1.467 -4.405  -0.081
H: -0.063 1.147 -8.702  0.085
H: -0.477 2.869 -8.570  0.080
H: 0.694 2.146 -7.465  0.065
H: -2.290 1.471 -7.643  0.120
H: -1.589 2.453 -6.374  0.101
H: 0.888 0.446 -6.078  0.107
H: -0.024 -0.589 -4.998  0.115
H: -0.024 2.472 -4.831  0.069
H: 0.836 1.367 -3.756  0.074
H: -0.940 1.384 -3.791  0.061
C: -1.301 -6.348 -1.910  -0.075
C: -1.400 -6.053 -3.397  -0.276
O: -0.161 -5.689 -3.986  -0.164
C: 0.883 -6.653 -3.916  -0.278
C: 0.541 -7.967 -4.597  -0.077
H: -0.889 -5.487 -1.375  0.046
H: -2.287 -6.577 -1.500  0.085
H: -0.649 -7.200 -1.705  0.075
H: -2.074 -5.205 -3.544  0.117
H: -1.843 -6.896 -3.936  0.110
H: 1.178 -6.816 -2.873  0.104
H: 1.748 -6.211 -4.415  0.119
H: -0.308 -8.463 -4.126  0.066
H: 1.393 -8.650 -4.553  0.081
H: 0.283 -7.797 -5.646  0.085

Charge: +1
Maximum force (eV/A): 4.8
Multiplicity: 1
LUMO (eV): -3.0

=====

(6)
Formula: C4H6O2
Source: the OMol25 dataset
Level of theory: ωB97M-V/def2-TZVPD

Last column: Löwdin charge in e.
Element x y z (Å)
C: 1.074 0.550 -0.947  -0.084
C: 0.744 0.006 0.448  -0.174
C: -0.489 -0.850 0.263  -0.372
O: -0.529 -1.914 -0.315  0.108
C: -1.798 -0.197 0.716  -0.156
O: -1.795 0.888 1.243  0.078
H: 1.442 -0.257 -1.585  0.080
H: 0.161 0.948 -1.405  0.083
H: 1.816 1.352 -0.920  0.077
H: 0.544 0.830 1.140  0.105
H: 1.559 -0.597 0.857  0.121
H: -2.729 -0.760 0.505  0.132

SMILES string: CCC(=O)C=O
Maximum force (eV/A): 0.7
Multiplicity: 1
LUMO (eV): -0.5
Relative energy (zero: lowest compared OMol25 entry of this formula, charge and spin) (kJ/mol): 100.5

=====

- What is the multiplicity in the sixth record?
  1